1.
Density functional theory data (wB97M-V/def2-TZVPD) for C29H30AgO3P2 as an isolated structure.

Structure (ORCA input):
```
! wB97M-V def2-TZVPD RIJCOSX def2/J DEFGRID3
* xyz 1 1
Ag 1.071 1.204 2.217
O -0.365 -0.473 2.558
P -0.884 -1.306 1.399
C -1.908 -0.301 0.282
P -1.049 1.110 -0.525
O 0.065 1.685 0.224
C -0.377 0.444 -2.067
C -1.155 -0.303 -2.947
C -0.547 -0.840 -4.040
C 0.802 -0.637 -4.315
C 1.566 0.121 -3.437
C 1.017 0.622 -2.282
C -2.343 2.317 -0.878
C -3.448 1.984 -1.566
C -4.393 2.982 -1.843
C -4.231 4.302 -1.355
C -3.097 4.593 -0.515
C -2.159 3.589 -0.352
C -1.968 -2.604 2.016
C -3.069 -2.172 2.803
C -3.949 -3.122 3.298
C -3.748 -4.488 3.060
C -2.741 -4.850 2.208
C -1.842 -3.938 1.666
C 0.461 -2.063 0.460
C 0.269 -2.629 -0.806
C 1.319 -3.057 -1.536
C 2.584 -2.987 -0.920
C 2.757 -2.566 0.329
C 1.689 -2.074 1.083
H -2.737 0.034 0.909
H -2.300 -1.046 -0.409
H -2.169 -0.502 -2.657
H -1.145 -1.501 -4.711
H 1.217 -1.088 -5.186
H 2.620 0.310 -3.637
H 1.564 1.159 -1.521
H -3.705 1.034 -1.924
H -5.298 2.801 -2.388
H -4.939 5.086 -1.606
H -2.996 5.608 -0.172
H -1.257 3.889 0.173
H -3.139 -1.120 3.090
H -4.751 -2.868 3.963
H -4.405 -5.185 3.472
H -2.565 -5.903 1.915
H -1.066 -4.301 0.963
H -0.718 -2.582 -1.161
H 1.145 -3.396 -2.561
H 3.484 -3.333 -1.464
H 3.704 -2.591 0.807
H 1.783 -1.727 2.116
C 5.132 2.101 0.681
C 5.274 2.813 2.027
C 3.838 3.362 2.177
O 3.086 2.188 1.937
C 3.638 1.712 0.658
H 5.821 1.270 0.490
H 5.245 2.806 -0.153
H 6.059 3.595 1.999
H 5.542 2.144 2.799
H 3.634 4.160 1.436
H 3.534 3.669 3.210
H 3.102 2.233 -0.126
H 3.439 0.626 0.636
*
```

## Properties
HOMO energy: -11.96 eV
frontier orbital gap: 9.8 eV
relative energy (zero: lowest compared OMol25 entry of this formula, charge and spin): 0.0 kcal per mole

***

2.
Density functional theory data (wB97M-V/def2-TZVPD) for C29H30BF2FeN4O3P as an isolated structure.

Structure (ORCA input):
```
! wB97M-V def2-TZVPD RIJCOSX def2/J DEFGRID3
* xyz 0 5
Fe -0.639 -0.495 0.096
N -2.678 -0.123 1.198
C -3.345 1.083 0.704
C -3.936 1.988 1.796
C -3.065 2.305 3.018
C -1.739 3.045 2.774
N -1.792 4.001 1.672
C -2.585 5.062 1.636
N -3.014 5.643 2.775
N -2.951 5.542 0.445
C -2.463 1.840 -0.312
O -2.835 2.992 -0.640
O -1.454 1.257 -0.753
H -3.286 -0.930 1.163
H -2.344 -0.023 2.149
H -4.181 0.742 0.085
H -4.852 1.527 2.172
H -4.242 2.919 1.312
H -2.819 1.392 3.568
H -3.681 2.887 3.709
H -0.936 2.357 2.523
H -1.413 3.556 3.684
H -1.617 3.619 0.748
H -2.541 5.430 3.636
H -3.492 6.526 2.732
H -2.970 4.836 -0.304
H -3.611 6.299 0.398
C 3.945 -1.264 -5.508
C 2.755 -1.975 -5.576
C 1.869 -1.947 -4.511
C 2.166 -1.227 -3.355
C 3.363 -0.516 -3.298
C 4.245 -0.532 -4.368
P 0.911 -1.303 -2.005
C 1.460 0.045 -0.894
C 1.463 1.339 -1.382
C 2.018 2.402 -0.681
C 2.683 2.151 0.551
C 2.712 0.912 1.092
C 1.981 -0.238 0.495
C 1.453 -2.818 -1.083
C 2.743 -3.261 -1.237
C 3.269 -4.321 -0.470
C 2.492 -4.912 0.476
C 1.146 -4.512 0.664
C 0.370 -5.145 1.668
C -0.934 -4.809 1.841
C -1.524 -3.852 0.989
C -0.801 -3.193 0.039
C 0.589 -3.492 -0.145
H 4.635 -1.278 -6.342
H 2.511 -2.542 -6.464
H 0.932 -2.488 -4.575
H 3.605 0.057 -2.411
H 5.170 0.027 -4.310
H 1.016 1.528 -2.352
H 1.995 3.398 -1.098
H 3.200 2.961 1.049
H 3.240 0.737 2.021
H 2.596 -1.148 0.500
H 3.390 -2.772 -1.951
H 4.293 -4.637 -0.621
H 2.887 -5.704 1.100
H 0.839 -5.899 2.286
H -1.531 -5.296 2.601
H -2.582 -3.633 1.070
O -2.504 -2.300 -1.328
C -1.494 -2.082 -0.689
F 0.051 0.464 2.097
B 0.810 -0.641 1.592
F 1.049 -1.561 2.539
*
```

## Properties
HOMO energy (alpha / beta): -5.63 / -6.50 eV
frontier orbital gap (alpha / beta): 5.3 / 6.2 eV
relative energy (zero: lowest compared OMol25 entry of this formula, charge and spin): 63.9 kcal per mole

***

3.
Density functional theory data (wB97M-V/def2-TZVPD) for C29H30CuNO4 as an isolated structure.

Structure (ORCA input):
```
! wB97M-V def2-TZVPD RIJCOSX def2/J DEFGRID3
* xyz -1 2
C 2.225 -0.247 1.355
C 2.260 -0.980 0.148
C 1.741 -0.147 -0.892
H 2.647 -1.982 0.020
C 1.382 1.128 -0.295
C 1.681 1.031 1.104
H 1.125 2.044 -0.829
C -1.061 -2.042 1.911
C -0.263 -3.099 1.432
C -0.293 -3.095 0.016
H 0.221 -3.840 2.061
C -1.112 -2.027 -0.412
C -1.595 -1.322 0.792
H 1.756 -0.370 -1.957
H 1.550 1.842 1.818
H 2.594 -0.606 2.307
H -2.425 -0.595 0.806
H 0.159 -3.828 -0.658
H -1.344 -1.879 2.941
Cu -0.140 -0.176 0.029
C -1.662 -1.765 -1.795
C -3.193 -1.971 -1.646
C -1.115 -2.741 -2.852
H -3.336 -3.015 -1.302
H -3.734 -1.845 -2.596
H -3.609 -1.313 -0.868
H -1.372 -3.784 -2.608
H -0.020 -2.663 -2.944
H -1.558 -2.509 -3.834
C -1.157 -0.335 -2.181
C -2.080 0.629 -2.899
H -0.171 -0.409 -2.648
H -1.008 0.328 -1.264
O -3.197 0.774 -2.399
N -1.497 1.395 -3.933
C -0.315 2.214 -3.502
H -2.212 1.959 -4.389
C 1.010 1.573 -3.841
C 2.207 2.187 -3.427
H 2.154 3.136 -2.886
C 3.447 1.604 -3.705
H 4.368 2.097 -3.370
C 3.511 0.410 -4.434
H 4.483 -0.031 -4.670
C 2.329 -0.190 -4.892
H 2.369 -1.104 -5.495
C 1.085 0.404 -4.610
H 0.162 -0.021 -5.016
H -0.376 2.376 -2.395
H -0.339 3.225 -3.962
O -1.315 2.766 4.083
C -0.866 2.148 5.164
C -1.019 2.729 6.448
C -0.609 2.023 7.571
C -0.015 0.748 7.454
C 0.170 0.195 6.183
C -0.246 0.872 5.038
C -0.039 0.286 3.676
O 0.675 -0.732 3.591
O -0.628 0.905 2.694
H -1.109 2.043 3.282
H -1.476 3.719 6.522
H -0.751 2.462 8.566
H 0.303 0.190 8.343
H 0.645 -0.777 6.047
*
```

## Properties
HOMO energy (alpha / beta): -4.43 / -4.13 eV
frontier orbital gap (alpha / beta): 7.0 / 5.4 eV

***

4.
Density functional theory data (wB97M-V/def2-TZVPD) for C29H30F5MnO5S as an isolated structure.

Structure (ORCA input):
```
! wB97M-V def2-TZVPD RIJCOSX def2/J DEFGRID3
* xyz -1 4
C 0.457 -0.601 -4.335
C 0.286 -1.410 -3.021
C -0.025 0.830 -4.070
C -0.839 0.811 -2.740
H -0.630 1.157 -4.916
H 0.856 1.466 -4.018
C -0.890 -0.758 -2.318
H 1.211 -1.359 -2.424
H 0.079 -2.467 -3.233
C -1.247 -1.409 -0.975
H -1.768 -1.044 -2.926
H -1.880 1.062 -2.977
C -0.335 1.902 -1.855
C 1.908 -0.690 -4.811
C -0.288 -1.193 -5.534
O -0.729 -0.518 -6.452
O 2.870 -0.565 -4.071
O 2.014 -0.931 -6.129
O -0.396 -2.526 -5.513
C -0.948 -3.049 -6.724
H -0.878 -4.130 -6.617
H -0.361 -2.698 -7.583
H -1.991 -2.730 -6.842
C 3.353 -1.086 -6.586
H 3.969 -0.223 -6.317
H 3.270 -1.184 -7.666
H 3.794 -1.991 -6.149
O -0.432 -1.354 0.154
H -1.319 -2.492 -1.127
H -2.263 -1.087 -0.752
C -1.275 2.454 -0.861
C 1.115 1.914 -1.592
H 1.750 2.710 -2.026
H 1.570 0.967 -1.927
H 1.286 1.951 -0.506
H -0.822 2.415 0.140
H -2.159 1.806 -0.799
H -1.643 3.483 -1.024
Mn -0.189 -0.776 1.811
C -1.676 0.065 3.190
C -2.392 -0.155 1.973
C -2.344 -1.558 1.696
H -2.917 0.598 1.383
C -1.546 -2.205 2.679
C -1.177 -1.204 3.656
H -0.682 -1.397 4.609
H -1.605 1.037 3.699
H -2.867 -2.063 0.882
H -1.310 -3.274 2.668
C 1.735 0.356 2.103
C 1.449 -0.618 3.120
C 1.411 -1.923 2.484
H 1.385 -0.391 4.173
C 1.717 -1.715 1.092
C 1.978 -0.335 0.881
H 2.324 0.112 -0.056
H 1.868 1.431 2.248
H 1.275 -2.895 2.940
H 1.817 -2.500 0.332
F -0.804 2.533 10.203
C -0.630 2.594 8.871
C -0.830 3.798 8.193
F -1.217 4.899 8.872
C -0.626 3.863 6.823
F -0.796 5.037 6.182
C -0.219 2.729 6.059
S 0.031 2.826 4.406
C -0.010 1.533 6.803
F 0.445 0.427 6.163
C -0.228 1.457 8.170
F -0.042 0.285 8.815
*
```

## Properties
HOMO energy (alpha / beta): -3.80 / -3.80 eV
frontier orbital gap (alpha / beta): 5.9 / 5.9 eV
relative energy (zero: lowest compared OMol25 entry of this formula, charge and spin): 4.9 kcal per mole